[1]
The following is a DFT calculation (ωB97M-V with the def2-TZVPD basis set) of C2H4N2 in the gas phase at a distorted geometry.

Structure (XYZ):
```
8
Properties=species:S:1:pos:R:3:lowdin_charge:R:1
C -1.486 -0.195 0.092 -0.102
C 1.531 0.101 -0.043 -0.087
H -2.491 0.418 -0.132 0.123
H -1.198 -0.792 0.895 0.047
H 0.999 1.090 -0.079 0.063
H 2.598 -0.008 0.457 0.106
N -0.601 0.106 -0.701 -0.095
N 0.648 -0.720 -0.489 -0.055
```

LUMO in eV: 1.077
SMILES: C=NN=C
Kohn-Sham gap in eV: 10.9
Energy above the lowest of the compared OMol25 structures with the same formula, charge and spin in kJ/mol: 326.0
Spin multiplicity: 1
E in a.u.: -187.99413
Total charge: 0

[2]
The following is a DFT calculation (ωB97M-V with the def2-TZVPD basis set) of C4H10N2O in the gas phase at a distorted geometry.

Structure (XYZ):
```
17
Properties=species:S:1:pos:R:3:lowdin_charge:R:1
C -0.869 -0.289 1.698 0.013
C -0.498 1.038 -1.892 -0.115
N 0.766 0.566 0.529 -0.037
C -0.056 -0.526 0.207 -0.633
N 2.060 0.266 0.607 0.057
C -0.775 -0.069 -0.926 -0.087
O 0.524 -1.808 0.299 -0.001
H 0.132 -2.340 -0.402 0.104
H 2.670 1.032 0.843 0.098
H 2.344 -0.702 0.478 0.097
H -1.826 -0.340 -0.876 0.096
H -0.222 -0.434 2.561 0.070
H -1.605 -1.088 1.627 0.061
H -1.346 0.683 1.701 0.066
H 0.573 1.192 -2.034 0.068
H -0.928 1.991 -1.553 0.077
H -0.945 0.827 -2.867 0.067
```

LUMO (alpha / beta) in eV: 0.069 / 0.982
Kohn-Sham gap (alpha / beta) in eV: 6.6 / 8.7
Energy above the lowest of the compared OMol25 structures with the same formula, charge and spin in kJ/mol: 558.1
Spin multiplicity: 1
E in a.u.: -342.98888
Total charge: 0

[3]
The following is a DFT calculation (ωB97M-V with the def2-TZVPD basis set) of a molecular structure, C47H37ClIKN6O6S2 at a distorted geometry.

Structure (XYZ):
```
101
Properties=species:S:1:pos:R:3:lowdin_charge:R:1
K -0.312 0.019 -0.915 0.758
O 1.356 -0.765 -3.582 -0.024
C 1.668 -0.727 -2.376 -0.728
O 1.302 -1.506 -1.469 -0.186
C 2.548 0.465 -1.945 -0.193
C 3.118 1.290 -2.910 -0.011
C 3.885 2.368 -2.504 -0.068
C 4.066 2.586 -1.149 -0.015
C 3.449 1.721 -0.250 -0.180
N 2.712 0.687 -0.645 0.116
C 3.645 1.981 1.241 -0.603
O 4.522 2.787 1.568 -0.004
O 2.876 1.382 2.075 -0.209
H 2.941 1.060 -3.951 0.106
H 4.338 3.028 -3.235 0.094
H 4.670 3.395 -0.765 0.105
O -0.024 -3.537 0.653 -0.061
C -1.300 -3.977 0.296 -0.232
C -2.408 -2.983 0.561 -0.285
C -3.736 -3.399 0.631 -0.041
C -4.727 -2.446 0.792 -0.085
C -4.364 -1.112 0.899 -0.054
C -3.013 -0.804 0.869 -0.163
N -2.062 -1.712 0.699 0.088
H 0.199 -2.754 0.123 0.049
H -1.491 -4.890 0.870 0.118
H -1.339 -4.232 -0.772 0.108
H -3.987 -4.450 0.547 0.103
H -5.770 -2.737 0.844 0.095
H -5.105 -0.332 1.010 0.101
H -2.674 0.218 1.011 0.084
S 1.861 -0.423 1.705 0.989
C 1.729 -0.969 3.257 -0.613
N 2.838 -1.610 3.915 -0.141
C 2.465 -2.466 5.008 -0.175
C 1.720 -1.613 6.008 -0.142
N 0.550 -1.041 5.380 -0.128
C -0.594 -0.856 6.249 -0.172
C -1.263 -2.170 6.567 -0.204
C -1.759 -2.951 5.523 -0.019
C -2.333 -4.185 5.782 -0.081
C -2.428 -4.657 7.086 -0.114
C -1.942 -3.885 8.129 -0.111
C -1.366 -2.647 7.869 -0.062
C 0.541 -0.712 4.042 -0.679
S -0.857 -0.041 3.383 0.690
C 4.009 -2.049 3.161 -0.153
C 3.944 -3.492 2.714 -0.203
C 4.619 -4.484 3.421 -0.072
C 4.481 -5.822 3.081 -0.114
C 3.657 -6.184 2.025 -0.115
C 2.990 -5.202 1.306 -0.074
C 3.137 -3.864 1.641 -0.013
H 3.367 -2.878 5.466 0.118
H 1.822 -3.303 4.690 0.138
H 2.391 -0.819 6.361 0.130
H 1.400 -2.212 6.866 0.117
H -1.282 -0.206 5.706 0.048
H -0.269 -0.357 7.169 0.123
H -1.695 -2.572 4.509 0.094
H -2.710 -4.784 4.962 0.100
H -2.875 -5.623 7.288 0.090
H -2.004 -4.249 9.148 0.090
H -0.997 -2.045 8.692 0.103
H 4.881 -1.916 3.813 0.118
H 4.099 -1.382 2.307 0.091
H 5.265 -4.204 4.248 0.100
H 5.009 -6.584 3.644 0.088
H 3.543 -7.229 1.759 0.088
H 2.339 -5.463 0.483 0.102
H 2.622 -3.104 1.073 0.089
Cl -5.039 5.068 1.180 0.598
C -4.046 3.955 0.253 -0.634
C -4.516 3.520 -0.961 -0.216
C -3.746 2.650 -1.722 -0.635
I -4.441 2.016 -3.609 0.793
C -2.483 2.143 -1.338 -0.507
O -1.814 1.339 -2.033 -0.252
C -2.006 2.661 -0.053 -0.169
N -0.771 2.264 0.314 0.062
C -0.256 2.700 1.438 -0.149
C -0.945 3.581 2.290 -0.056
C -2.203 3.994 1.948 -0.041
C -2.781 3.555 0.736 -0.187
H -5.480 3.849 -1.324 0.079
H 0.739 2.348 1.690 0.085
H -0.477 3.908 3.209 0.102
H -2.761 4.663 2.590 0.079
N -1.759 -2.095 -2.206 0.237
C -1.800 -1.965 -3.345 -0.111
C -1.890 -1.834 -4.765 -0.198
C -2.409 -2.894 -5.509 -0.035
C -2.552 -2.762 -6.879 -0.098
C -2.179 -1.578 -7.502 -0.099
C -1.654 -0.531 -6.758 -0.070
C -1.502 -0.651 -5.387 -0.008
H -2.694 -3.809 -5.007 0.113
H -2.950 -3.583 -7.461 0.094
H -2.291 -1.477 -8.575 0.094
H -1.362 0.387 -7.252 0.104
H -1.088 0.147 -4.786 0.122
```

LUMO in eV: 3.628
Kohn-Sham gap in eV: 5.6
Spin multiplicity: 1
E in a.u.: -4747.55567
Total charge: -2

[4]
The following is a DFT calculation (ωB97M-V with the def2-TZVPD basis set) of 8 unconnected molecules or ions with the total composition C28H59Br2F3O9PS7 at a distorted geometry.

Structure (XYZ):
```
109
Properties=species:S:1:pos:R:3:lowdin_charge:R:1
C 0.697 4.113 4.171 -0.222
C 0.467 2.621 3.766 -0.808
Br -0.822 1.950 5.079 0.689
C -0.113 2.538 2.347 -0.821
Br 0.940 3.665 1.101 0.613
P -0.523 0.784 1.587 0.538
C 1.050 -0.062 2.271 -0.289
C 2.382 0.524 1.782 -0.196
C 3.549 -0.253 2.294 -0.209
F 3.502 -0.671 3.588 0.054
C 4.684 -0.544 1.611 -0.303
F 5.897 -0.121 1.997 0.091
F 4.758 -1.318 0.537 0.118
O -0.985 -0.796 0.755 -0.226
C -1.664 -1.703 1.416 -0.568
O -1.153 -2.765 1.716 0.056
C -3.124 -1.525 1.761 -0.124
C -3.870 -2.694 1.938 -0.030
C -5.207 -2.597 2.292 -0.098
C -5.839 -1.376 2.490 -0.099
C -5.102 -0.215 2.299 -0.071
C -3.759 -0.305 1.944 -0.033
H -0.054 4.688 3.633 0.057
H 0.517 4.230 5.234 0.037
H 1.696 4.444 3.911 0.010
H 1.438 2.150 3.878 0.068
H -1.065 3.064 2.404 0.034
H 0.204 1.136 0.384 -0.041
H -1.709 1.375 1.014 -0.016
H -1.239 0.405 2.790 -0.013
H 1.036 -1.094 1.921 0.078
H 1.045 -0.144 3.360 0.070
H 2.452 0.459 0.695 0.122
H 2.579 1.534 2.147 0.082
H -3.377 -3.643 1.796 0.107
H -5.773 -3.509 2.448 0.090
H -6.876 -1.335 2.792 0.052
H -5.539 0.762 2.450 0.097
H -3.209 0.616 1.824 0.066
C -1.620 -0.517 -3.359 -0.258
S -0.752 0.652 -2.307 0.779
O -1.777 1.368 -1.512 -0.546
C -0.254 1.765 -3.633 -0.267
H -2.056 -1.287 -2.725 0.057
H -2.412 -0.006 -3.910 0.060
H -0.914 -0.975 -4.051 0.003
H -1.133 2.130 -4.167 0.022
H 0.412 1.240 -4.321 0.041
H 0.277 2.604 -3.186 0.044
C -1.330 5.666 -4.585 -0.268
S -2.755 4.880 -5.346 0.809
O -2.358 3.492 -5.691 -0.550
C -2.710 5.833 -6.871 -0.279
H -1.154 5.182 -3.626 0.052
H -0.457 5.541 -5.227 0.058
H -1.541 6.724 -4.429 0.051
H -1.745 5.698 -7.361 0.055
H -2.878 6.887 -6.645 0.049
H -3.505 5.468 -7.519 0.046
C 1.962 -4.459 -4.294 -0.275
S 1.202 -2.834 -4.277 0.810
O -0.095 -2.953 -4.996 -0.550
C 2.370 -2.074 -5.413 -0.263
H 1.365 -5.121 -3.671 0.051
H 1.992 -4.842 -5.314 0.043
H 2.971 -4.393 -3.888 0.061
H 2.370 -2.617 -6.358 0.057
H 3.365 -2.085 -4.968 0.055
H 2.056 -1.046 -5.579 0.043
C -10.993 -0.927 2.987 -0.275
S -9.453 -0.111 2.541 0.802
O -8.594 -0.115 3.749 -0.540
C -10.153 1.539 2.398 -0.272
H -10.775 -1.978 3.166 0.049
H -11.399 -0.475 3.892 0.055
H -11.703 -0.835 2.164 0.049
H -10.614 1.825 3.343 0.056
H -10.890 1.551 1.595 0.050
H -9.344 2.226 2.161 0.051
C 3.299 -9.862 -5.116 -0.276
S 3.078 -8.348 -6.061 0.798
O 4.050 -7.354 -5.540 -0.555
C 1.469 -7.941 -5.367 -0.274
H 4.275 -10.274 -5.366 0.047
H 3.257 -9.638 -4.050 0.059
H 2.520 -10.575 -5.387 0.051
H 1.544 -7.848 -4.284 0.060
H 0.753 -8.719 -5.631 0.054
H 1.143 -6.994 -5.791 0.038
C 2.769 8.121 2.989 -0.266
S 3.463 6.523 3.432 0.792
O 3.110 6.274 4.852 -0.540
C 5.181 7.058 3.408 -0.274
H 1.685 8.025 2.989 0.051
H 3.074 8.869 3.722 0.054
H 3.112 8.402 1.993 0.051
H 5.320 7.879 4.113 0.054
H 5.448 7.373 2.399 0.050
H 5.799 6.213 3.702 0.049
C 7.811 -3.374 2.641 -0.267
S 8.090 -2.985 4.373 0.797
O 8.951 -4.063 4.932 -0.569
C 6.406 -3.312 4.906 -0.264
H 8.759 -3.271 2.117 0.048
H 7.448 -4.397 2.550 0.059
H 7.086 -2.673 2.226 0.037
H 6.138 -4.340 4.661 0.059
H 5.727 -2.614 4.414 0.046
H 6.361 -3.166 5.982 0.050
```

LUMO in eV: 1.778
Kohn-Sham gap in eV: 5.9
Spin multiplicity: 1
E in a.u.: -10355.39764
Total charge: -1

[5]
The following is a DFT calculation (ωB97M-V with the def2-TZVPD basis set) of 2 unconnected molecules or ions with the total composition C4H13N2 at a distorted geometry.

Structure (XYZ):
```
19
Properties=species:S:1:pos:R:3:mulliken_spin:R:1
C 2.355 -0.462 -0.951 0.033
N 2.114 0.957 -0.988 0.864
C 1.136 -1.234 -0.253 -0.001
N -0.045 -0.751 -0.741 0.007
C -1.893 0.175 1.679 0.000
C -2.280 1.209 0.617 -0.001
H 2.348 -0.805 -2.011 0.073
H 3.330 -0.808 -0.581 0.042
H 1.106 1.185 -1.019 -0.009
H 2.557 1.480 -1.760 -0.012
H 1.362 -2.286 -0.397 0.006
H 1.212 -1.030 0.843 0.002
H -2.797 -0.292 2.075 0.000
H -0.777 -1.433 -1.012 0.001
H -1.403 -0.715 1.132 -0.001
H -1.249 0.520 2.482 0.000
H -1.431 1.840 0.357 0.000
H -2.484 0.639 -0.297 -0.001
H -3.161 1.812 0.824 -0.001
```

LUMO (alpha / beta) in eV: -13.964 / -13.958
Kohn-Sham gap (alpha / beta) in eV: 5.4 / 5.4
Energy above the lowest of the compared OMol25 structures with the same formula, charge and spin in kJ/mol: 670.7
Spin multiplicity: 2
E in a.u.: -268.75092
Total charge: +2

Question: The lowest total charge belongs to which entry?
Answer: C47H37ClIKN6O6S2

Question: Which value of spin multiplicity does entry 5 give?
Answer: 2

Question: Which value of total charge does entry 4 give?
Answer: -1